Entry from the Open Molecules 2025 dataset: a 2-piece molecular cluster, C2H4O3S overall (ωB97M-V/def2-TZVPD).

As for the expectation value of S²: 2.010. The strongest force on any atom comes out at 5.4 eV Å⁻¹. For the highest occupied orbital energy (alpha / beta), the calculation gives -0.242 / -0.388 Eh. The calculation puts the relative energy (zero: lowest compared OMol25 entry of this formula, charge and spin) at 3.994 eV. The value obtained for the LUMO energy (alpha / beta) is 0.4465 / -2.7927 eV. The calculation puts the electronic energy at -702.27297 Eh. As for the frontier orbital gap (alpha / beta): 7.031 / 7.752 eV.

ORCA input file:
```
! RIJCOSX wB97M-V def2-TZVPD def2/J DEFGRID3
* xyz 0 3
C 1.709 1.050 0.182
C -1.943 -1.042 -0.232
O -1.667 1.507 -0.777
O -0.805 0.602 1.445
O 1.012 0.327 -0.525
S -1.243 0.417 0.069
H 2.581 1.397 -0.362
H 1.297 1.248 1.167
H -2.119 -1.137 -1.365
H -1.250 -1.902 0.155
*
```

Entry from the Open Molecules 2025 dataset: a 2-piece molecular cluster, C2H4OS overall (ωB97M-V/def2-TZVPD).

The strongest force on any atom comes out at 3.0 eV Å⁻¹. For the highest occupied orbital energy, the calculation gives -0.337 Eh. The calculation puts the relative energy (zero: lowest compared OMol25 entry of this formula, charge and spin) at 0.803 eV. The value obtained for the LUMO energy is 0.9234 eV. The calculation puts the electronic energy at -551.99918 Eh. As for the frontier orbital gap: 10.101 eV.

ORCA input file:
```
! RIJCOSX wB97M-V def2-TZVPD def2/J DEFGRID3
* xyz 0 1
C 2.494 -1.289 -0.494
C -0.668 0.248 0.398
O 2.830 -0.745 0.429
S -1.138 1.427 -0.959
H -1.829 0.391 -1.509
H -1.132 -0.760 0.354
H -0.992 0.644 1.277
H 0.434 0.083 0.505
*
```

Entry from the Open Molecules 2025 dataset: one molecule with the formula C2H4OS (ωB97M-V/def2-TZVPD).

As for the SMILES: COC=S. The strongest force on any atom comes out at 9.8 eV Å⁻¹. For the highest occupied orbital energy, the calculation gives -0.325 Eh. The calculation puts the relative energy (zero: lowest compared OMol25 entry of this formula, charge and spin) at 2.876 eV. The value obtained for the LUMO energy is -0.2365 eV. The calculation puts the electronic energy at -551.92299 Eh. As for the frontier orbital gap: 8.616 eV.

ORCA input file:
```
! RIJCOSX wB97M-V def2-TZVPD def2/J DEFGRID3
* xyz 0 1
C 1.107 -0.233 -0.068
O -0.232 -0.698 0.090
C -1.152 0.330 0.025
S -2.641 -0.348 -0.027
H 1.366 -0.113 0.970
H 0.705 0.773 -0.723
H 1.688 -0.925 -0.560
H -0.842 1.213 0.292
*
```

Entry from the Open Molecules 2025 dataset: a 2-piece molecular cluster, C2H4OS overall (ωB97M-V/def2-TZVPD).

The strongest force on any atom comes out at 3.2 eV Å⁻¹. For the highest occupied orbital energy (alpha / beta), the calculation gives -0.376 / -0.315 Eh. The calculation puts the relative energy (zero: lowest compared OMol25 entry of this formula, charge and spin) at 4.676 eV. The value obtained for the LUMO energy (alpha / beta) is 0.1847 / -2.8180 eV. The calculation puts the electronic energy at -551.85684 Eh. As for the frontier orbital gap (alpha / beta): 10.403 / 5.755 eV.

ORCA input file:
```
! RIJCOSX wB97M-V def2-TZVPD def2/J DEFGRID3
* xyz 0 1
C 1.318 -0.182 -0.026
C 0.157 0.739 -0.002
O 1.142 -1.446 -0.229
S 2.981 0.256 0.151
H 0.315 -2.853 -0.785
H -0.429 0.733 -1.022
H 0.503 1.766 0.181
H -0.665 0.588 0.728
*
```